No. 1
Density functional theory data (ωB97M-V/def2-TZVPD) for C33H36BF4GeIrN4Se2 as an isolated structure.

Calculated values
HOMO energy (alpha / beta) in hartree: -0.2539 / -0.2552
2S+1: 1
ΔE to the lowest compared entry with this formula, charge and spin in kcal per mole: 81.5
Gap between HOMO and LUMO (alpha / beta) in eV: 4.8 / 4.9

```
82
Properties=species:S:1:pos:R:3:forces:R:3
Ir 0.35758 -1.44379 0.11706 -4.2 2.1 2.6
Se 0.90546 -4.25354 0.84243 -0.8 0.3 1.5
Se -0.67641 -3.04766 2.81166 0.7 -1.1 -1.1
C 0.26466 -1.45028 3.09671 0.8 0.6 -0.2
C 0.49814 -0.99232 4.39851 -0.3 -0.3 -0.2
C 1.24359 0.14634 4.60690 0.1 0.2 -0.2
C 1.79617 0.80205 3.50919 -0.1 0.0 0.4
C 1.53623 0.31490 2.25026 -0.1 0.0 0.1
N 0.77352 -0.77581 2.03995 0.8 0.5 0.0
C -0.31327 -4.21128 -0.59098 -0.6 0.1 -0.6
C -0.74216 -5.34667 -1.26885 0.2 -0.1 0.3
C -1.63501 -5.19825 -2.31256 -0.1 0.2 -0.2
C -2.09143 -3.92624 -2.64473 0.0 -0.3 0.0
C -1.62316 -2.84829 -1.92497 -0.1 -0.1 0.1
N -0.75200 -2.99784 -0.92704 1.0 0.0 -0.8
H 0.08600 -1.55695 5.22149 0.0 0.0 0.1
H 1.41250 0.51400 5.61068 0.0 0.0 0.0
H 2.40719 1.68555 3.62638 0.0 0.0 0.0
H 1.96007 0.78349 1.37377 -0.1 -0.1 0.0
H -0.35376 -6.31214 -0.97893 -0.1 -0.1 0.0
H -1.98036 -6.06304 -2.86351 0.0 0.0 0.0
H -2.78697 -3.76431 -3.45490 0.0 0.0 0.0
H -1.94297 -1.83674 -2.14475 0.1 0.0 0.0
C -1.48115 -0.69901 0.34641 3.1 -1.5 -0.4
Ge -2.13905 1.12340 0.19392 -0.1 0.8 0.1
C -2.72703 1.79760 1.95924 0.1 -0.2 -0.4
C -4.05115 2.06346 2.29244 0.0 -0.1 -0.1
C -4.37913 2.53309 3.55743 -0.1 0.0 0.0
C -3.38776 2.73666 4.50521 0.0 0.0 0.0
C -2.06263 2.47641 4.18314 0.0 0.0 0.0
C -1.74036 2.01913 2.91528 0.0 0.0 0.0
C -3.64717 1.02118 -1.07075 0.4 0.0 0.2
C -4.76086 0.22451 -0.81051 0.0 0.0 0.0
C -5.78087 0.11225 -1.74377 -0.1 0.0 0.0
C -5.69443 0.78904 -2.95262 0.0 0.0 0.0
C -4.58122 1.56966 -3.22954 0.0 0.0 0.0
C -3.56299 1.68315 -2.29357 0.0 0.0 0.0
C -0.81821 2.41833 -0.47931 -0.1 -0.3 0.0
C -1.14760 3.77217 -0.54139 -0.1 -0.1 0.1
C -0.25562 4.69536 -1.06548 0.0 0.1 0.0
C 0.97775 4.27661 -1.54545 0.0 0.0 0.0
C 1.32081 2.93402 -1.49049 0.0 0.1 0.0
C 0.42743 2.01764 -0.95464 -0.1 -0.1 -0.1
H -2.28950 -1.40984 0.51950 -0.3 -0.1 -0.2
H -4.83278 1.91491 1.55508 0.0 0.0 0.0
H -5.41226 2.74357 3.80479 0.0 0.0 0.0
H -3.64391 3.10768 5.48955 0.0 0.0 0.0
H -1.28117 2.63345 4.91702 0.0 0.0 0.0
H -0.70497 1.85282 2.65147 0.1 0.0 0.1
H -4.83458 -0.31549 0.12807 0.0 0.0 0.0
H -6.64477 -0.50590 -1.53335 0.0 0.0 0.0
H -6.49172 0.70500 -3.67999 0.0 0.0 0.0
H -4.50299 2.08583 -4.17809 0.0 0.0 0.0
H -2.69216 2.28916 -2.51701 0.0 0.0 0.0
H -2.11206 4.10610 -0.17214 0.0 0.1 0.0
H -0.52290 5.74389 -1.10692 0.0 0.0 0.0
H 1.66686 4.99447 -1.97190 0.0 0.0 0.0
H 2.27325 2.60513 -1.89054 0.0 0.0 0.0
H 0.67875 0.96383 -0.92670 0.1 -0.1 -0.1
F 0.76893 -1.20769 -2.26768 0.5 0.0 -1.2
B 1.59716 -2.03332 -3.15265 -0.4 0.5 0.3
F 2.83492 -1.38549 -3.24296 0.0 -0.1 -0.1
F 1.77143 -3.26886 -2.49927 0.1 -0.1 0.0
F 0.96216 -2.16491 -4.36106 0.0 -0.1 -0.1
C 5.16922 0.00446 -1.83300 0.0 -0.1 0.0
C 4.81595 -0.40484 -0.40226 0.2 0.0 -0.1
C 5.40623 -1.78385 -0.11204 -0.1 0.1 0.0
C 5.38783 0.61018 0.59142 0.0 -0.1 -0.1
N 3.33605 -0.37926 -0.21875 -0.1 0.2 0.3
N 2.64601 -1.62505 -0.16154 -0.5 -0.6 -0.7
H 6.25062 -0.01752 -1.97533 0.0 0.1 0.0
H 4.81954 1.02013 -2.03709 0.0 0.0 0.0
H 4.70848 -0.67066 -2.55453 0.1 0.1 0.1
H 6.49003 -1.72603 -0.20603 0.0 0.0 0.0
H 5.05117 -2.53173 -0.82242 0.0 0.0 0.0
H 5.18273 -2.11275 0.90575 0.0 0.0 0.0
H 6.46577 0.71760 0.45550 0.0 0.0 0.0
H 5.19069 0.28643 1.61487 0.0 0.0 0.0
H 4.92272 1.58659 0.44383 0.0 0.0 0.0
H 2.92047 0.13429 -0.98747 -0.1 -0.1 -0.1
H 3.03427 -2.18256 0.58823 0.0 0.1 0.1
H 2.76207 -2.16563 -1.02368 0.1 -0.1 0.1
```
Forces are in eV/Å.

Atom charges from the Löwdin analysis, given in e for atoms 1 to 8:
1. Ir 0.94
2. Se 0.78
3. Se 0.75
4. C -0.71
5. C -0.11
6. C -0.06
7. C -0.05
8. C -0.13

---

No. 2
Density functional theory data (ωB97M-V/def2-TZVPD) for a 5-piece molecular cluster, C33H36Cl2IN6O3P3S overall.

Calculated values
HOMO energy in hartree: -0.2899
2S+1: 1
Gap between HOMO and LUMO in eV: 6.3
SMILES: CC[C@@H](I)c1c(Cl)c(P(C)C)c([PH2]=O)c2nc(Cl)c(P(O)(O)=S)nc12.c1ccncc1.c1ccncc1.c1ccncc1.c1ccncc1

```
85
Properties=species:S:1:pos:R:3:forces:R:3
C 3.63319 7.62566 3.06244 0.5 -0.6 -0.1
C 2.96966 6.27328 2.79627 -0.4 0.3 0.1
C 1.46119 6.34141 2.42988 0.9 -0.3 0.0
I 0.87445 8.07950 1.28415 -0.1 -0.1 0.1
C 0.99448 5.06090 1.78254 -0.1 0.1 -0.1
C 1.42674 4.57178 0.57056 0.2 -0.1 0.0
Cl 2.55400 5.51739 -0.36432 -0.3 -0.1 0.2
C 0.98342 3.32762 0.00785 -0.4 0.9 0.1
P 1.53120 2.60072 -1.57529 0.4 -1.7 0.1
C 0.30178 2.90531 -2.91473 -0.1 0.1 0.0
C 3.21983 3.10400 -2.07500 -0.3 0.9 -0.3
C 0.04165 2.59810 0.72534 -0.7 -0.2 -0.1
P -0.56618 0.95602 0.10156 2.1 -0.4 0.2
O 0.55160 -0.01269 -0.07913 -0.4 0.3 -0.1
C -0.47402 3.07908 1.96577 0.3 -0.5 -1.0
N -1.42241 2.33249 2.61314 0.5 1.1 0.6
C -1.78382 2.83993 3.74857 -0.7 -0.7 0.2
Cl -2.97348 1.94275 4.66445 0.2 0.4 -0.4
C -1.30368 4.06205 4.30667 -0.4 -0.5 0.3
P -1.87944 4.70497 5.93481 0.9 1.8 0.6
O -3.45893 5.03584 5.84668 0.5 -1.0 -0.4
O -1.71339 3.51710 6.99525 -0.7 0.3 -0.6
S -0.87933 6.28385 6.42406 -0.1 -0.3 -0.1
N -0.42718 4.77977 3.66867 -0.2 -0.6 -0.1
C 0.02075 4.28827 2.48113 0.0 0.4 0.4
H 4.54430 7.45174 3.64128 -0.1 0.1 0.1
H 3.96282 8.05157 2.11495 -0.2 0.3 0.1
H 3.00700 8.32141 3.61543 -0.1 0.0 -0.1
H 2.99421 5.66158 3.70440 0.0 0.0 0.0
H 3.54382 5.73112 2.04998 0.0 0.0 -0.1
H 0.94509 6.46937 3.37433 -0.3 0.1 -0.2
H -0.03991 1.92288 -3.24918 0.1 0.0 0.0
H 0.72751 3.39329 -3.79184 0.0 0.2 0.2
H -0.58129 3.44102 -2.56487 0.1 0.2 0.0
H 3.85828 3.09952 -1.19348 0.0 -0.2 0.0
H 3.57270 2.37699 -2.80533 0.0 -0.2 0.1
H 3.29857 4.09741 -2.52192 0.0 -0.1 0.0
H -1.24748 1.27161 -1.09376 -0.4 0.0 0.3
H -1.43696 0.43776 1.06947 -0.5 0.5 -0.3
H -3.59522 5.61000 5.08104 -0.2 0.2 0.1
H -1.66113 3.97564 7.85000 0.2 -0.3 0.1
C -2.34886 -3.58911 -0.29975 0.0 0.0 -0.1
C -2.05308 -4.70496 0.46777 0.0 0.0 0.0
C -0.79494 -4.79061 1.04711 0.1 0.0 0.0
N 0.15031 -3.86229 0.90781 -0.3 0.0 -0.1
C -0.15033 -2.79280 0.16299 0.3 -0.4 0.1
C -1.37797 -2.61220 -0.45819 -0.1 -0.1 0.1
H -3.31902 -3.48587 -0.77043 0.0 0.0 0.0
H -2.78004 -5.49312 0.61400 0.0 0.0 0.0
H -0.52427 -5.64626 1.65748 -0.1 0.0 0.0
H 0.62727 -2.05485 0.05966 0.0 0.1 0.0
H -1.55986 -1.72685 -1.05340 0.0 0.0 0.0
C -2.62905 -3.40660 3.92161 0.0 -0.1 -0.1
C -2.72519 -2.02926 4.02851 0.0 0.0 0.0
C -2.68794 -1.46265 5.29316 0.0 0.0 0.1
N -2.56794 -2.16845 6.41750 0.0 0.0 -0.1
C -2.47838 -3.49171 6.29597 0.0 0.1 0.1
C -2.50210 -4.15691 5.07918 0.0 0.1 0.0
H -2.65062 -3.88604 2.95193 0.0 0.0 0.0
H -2.82463 -1.40469 3.15021 0.0 0.0 0.0
H -2.75403 -0.38714 5.41310 0.0 -0.2 0.0
H -2.38289 -4.04144 7.22613 0.0 0.0 0.0
H -2.42249 -5.23488 5.04178 0.0 0.0 0.0
C 0.62604 -2.83722 -4.69152 0.0 0.0 0.0
C 0.83559 -2.37745 -5.98160 0.0 0.0 0.0
C 1.53306 -1.19087 -6.14910 0.1 0.1 0.0
N 2.01242 -0.46382 -5.13903 -0.1 -0.1 0.0
C 1.80056 -0.92436 -3.90575 0.1 0.2 0.0
C 1.11811 -2.09883 -3.62805 0.0 0.0 0.0
H 0.08662 -3.75984 -4.51751 0.0 0.0 0.0
H 0.46985 -2.92744 -6.83736 0.0 0.0 0.0
H 1.72304 -0.79565 -7.14114 0.0 0.0 0.0
H 2.19838 -0.31236 -3.10183 -0.1 -0.1 0.1
H 0.97789 -2.42227 -2.60567 0.0 0.0 0.0
C -0.24340 -8.33913 -6.46307 0.0 0.0 0.0
C -0.04097 -7.86665 -7.74943 0.0 0.0 0.0
C 0.65452 -6.67804 -7.91177 0.1 0.1 0.0
N 1.13887 -5.96037 -6.89927 -0.1 -0.1 0.0
C 0.93433 -6.42986 -5.66924 0.1 0.1 0.0
C 0.25432 -7.60725 -5.39736 0.0 0.0 0.0
H -0.78077 -9.26353 -6.29365 0.0 0.0 0.0
H -0.41323 -8.40617 -8.60942 0.0 0.0 0.0
H 0.83744 -6.27381 -8.90145 0.0 0.0 0.0
H 1.33946 -5.82448 -4.86549 0.0 -0.1 0.0
H 0.11948 -7.93986 -4.37729 0.0 0.0 0.0
```
Forces are in eV/Å.

Atom charges from the Löwdin analysis, given in e for atoms 1 to 8:
1. C -0.15
2. C -0.30
3. C -0.67
4. I 0.86
5. C -0.24
6. C -0.54
7. Cl 0.73
8. C -0.37